Molecular formula: C17H34F5IN3O4
Method: DFT, ωB97M-V with the def2-TZVPD basis set

Frontier orbital gap in eV: 6.75
Net charge: +1
Calculated total energy in eV: -52519.8470
E_HOMO in eV: -11.144
LUMO level in Eh: -0.161

Each line ends with the Mulliken charge.
Cartesian coordinates (Å):
H  -2.946  1.119  3.357  0.426
H  -1.092  3.887  -4.079  0.329
N  -1.252  -1.194  2.919  0.321
F  0.298  -1.570  1.239  -0.085
C  -1.983  -0.282  1.997  0.339
C  -1.158  0.990  1.631  -0.435
H  2.896  -0.816  0.717  0.379
C  0.130  1.090  2.454  -0.657
F  0.539  -2.560  3.115  -0.352
H  -0.412  3.940  -1.693  0.393
H  -3.449  -0.557  3.551  0.356
C  -4.473  0.429  1.923  -0.626
H  1.657  -1.193  -0.498  0.056
O  3.326  -0.293  -1.230  -0.281
H  -0.106  -1.073  5.888  0.270
H  -2.318  -0.786  1.095  0.637
N  -0.003  0.623  3.859  -0.203
H  0.969  0.570  1.995  0.176
C  4.746  -0.419  -1.270  -0.525
C  0.263  0.877  -2.253  -0.669
F  -2.200  -3.574  2.435  -0.245
H  2.856  -2.125  -3.041  0.159
C  -0.044  3.769  -3.789  -0.591
H  6.292  -1.227  -2.497  0.400
H  -0.538  1.330  4.366  0.372
H  0.975  0.931  -3.078  0.447
O  4.781  -2.580  -2.370  -0.373
H  4.838  -0.775  -3.398  0.318
F  -0.414  -4.396  1.629  -0.247
H  -0.932  1.580  -4.803  0.279
H  1.115  3.132  -2.082  0.279
N  -0.823  -1.074  5.174  -0.251
H  5.122  -0.860  -0.342  0.358
H  0.428  4.756  -3.824  0.384
O  0.647  2.944  -4.714  -0.379
H  -1.736  -1.474  5.355  0.305
C  -0.375  -2.117  2.258  0.418
C  3.646  -2.870  -3.170  -0.590
H  -6.343  1.411  2.604  0.516
H  3.115  -2.195  -0.402  0.438
H  -4.627  -0.479  1.338  0.426
H  0.807  0.814  -1.303  0.013
H  -5.311  0.779  3.878  0.439
C  -3.234  0.218  2.801  -1.249
C  -1.168  -3.349  1.672  0.665
C  2.727  -1.179  -0.305  -0.722
H  0.398  1.346  -5.952  0.253
F  -1.551  -3.103  0.451  -0.228
H  3.931  -2.922  -4.225  0.345
H  -1.786  1.879  1.639  0.572
I  -6.839  -1.227  3.050  0.052
C  0.066  3.231  -2.377  -0.430
H  -0.756  2.669  -6.209  0.335
H  0.412  2.143  2.481  0.522
H  3.262  -3.843  -2.865  0.248
H  -0.338  -0.026  -2.371  0.436
H  5.155  0.592  -1.353  0.365
C  5.198  -1.226  -2.469  -0.571
C  -0.663  -0.526  3.992  -0.191
O  -0.616  1.989  -2.234  -0.391
C  -5.695  0.582  2.878  -1.174
H  -4.361  1.327  1.313  0.295
H  -0.838  0.853  0.591  -0.158
C  -0.216  2.092  -5.450  -0.698

Cartesian forces, eV/Å:
H -0.26 0.04 -0.10
H -0.02 -0.05 0.05
N 0.73 0.89 -0.63
F 0.00 0.47 -0.28
C -0.99 2.09 1.04
C 0.56 -1.52 -1.10
H 0.01 -0.14 0.07
C 0.33 0.85 -0.22
F 0.31 -0.26 0.65
H 0.02 0.03 -0.01
H -0.29 0.08 -0.18
C -0.37 -0.10 1.27
H 0.04 0.05 -0.13
O -0.02 -0.23 0.15
H -0.29 0.58 0.12
H 0.24 -0.43 0.20
N -1.55 0.73 -1.06
H -0.18 -0.15 0.03
C -0.04 0.33 -0.29
C -0.15 -0.03 0.07
F -1.29 -0.40 0.78
H 0.02 0.03 -0.02
C 0.40 0.06 -0.08
H 0.00 0.05 -0.01
H 0.95 0.04 0.79
H 0.06 0.02 0.07
O -0.23 0.15 0.01
H -0.05 0.04 0.04
F 1.25 -1.45 0.30
H -0.01 0.03 0.01
H 0.01 -0.03 -0.07
N -0.29 -0.20 0.45
H -0.02 -0.07 -0.03
H -0.05 0.02 0.03
O -0.20 -0.15 0.12
H 0.48 -0.75 0.00
C -0.55 -1.27 -0.24
C 0.09 -0.10 -0.02
H -0.19 -0.29 -0.10
H 0.02 0.00 0.04
H 0.14 0.34 -0.41
H 0.18 -0.01 -0.09
H -0.29 0.02 0.04
C 0.57 -1.08 -0.36
C 0.67 1.17 0.46
C 0.11 0.19 -0.12
H 0.05 0.06 0.01
F -0.81 0.67 -1.38
H -0.09 0.04 -0.03
H 0.09 -0.03 0.31
I 0.17 0.33 -0.02
C -0.36 0.06 0.03
H -0.07 -0.06 0.01
H 0.20 -0.14 0.24
H 0.08 -0.01 0.01
H -0.06 0.05 0.01
H 0.02 -0.02 0.01
C 0.21 -0.28 0.19
C -0.01 -0.63 -0.27
O 0.12 -0.09 0.02
C 0.59 0.22 -0.15
H -0.07 -0.23 -0.23
H 0.04 0.36 0.08
C 0.08 0.05 -0.10

Molecular formula: C17H34FN12O20S
Method: DFT, ωB97M-V with the def2-TZVPD basis set

Relative energy (zero: lowest compared OMol25 entry of this formula, charge and spin) in eV: 0.000
Frontier orbital gap in eV: 9.00
Net charge: +1
Calculated total energy in eV: -90533.8071
E_HOMO in eV: -12.069
LUMO level in Eh: -0.113

Each line ends with the Mulliken charge.
Cartesian coordinates (Å):
O  -3.837  2.619  -2.105  -0.545
O  0.960  -7.454  -5.366  -0.526
H  -0.494  4.199  1.782  0.202
N  -3.508  1.766  -2.900  0.969
H  -3.902  0.275  -7.787  0.303
N  2.185  -1.206  -0.932  0.120
N  -2.236  4.941  2.653  0.980
H  -5.606  0.058  -8.311  0.307
C  -0.848  0.180  2.107  -0.698
O  0.353  6.321  5.754  -0.515
N  1.102  -6.556  -4.569  0.900
H  1.113  5.435  8.056  0.296
N  4.957  -2.977  -2.901  0.877
O  3.997  0.647  0.357  -0.646
O  4.252  -2.735  -1.926  -0.651
O  4.426  4.226  7.757  -0.502
H  6.596  3.026  7.038  0.290
C  -1.760  0.826  -0.026  0.060
C  2.425  -6.401  -3.904  -0.666
H  -2.931  -4.804  -3.807  0.315
N  0.750  5.208  6.020  0.863
C  0.334  -0.467  0.031  -0.487
N  -1.484  -3.077  2.945  0.893
H  -1.674  0.834  -1.107  0.690
N  -1.875  0.705  2.775  -0.570
H  -0.524  5.963  2.054  0.314
H  7.008  -2.723  -3.158  0.300
C  -0.766  0.210  0.725  0.760
C  6.123  -2.094  -3.174  -0.721
O  -2.356  1.420  -3.106  -0.592
O  -2.915  5.076  1.651  -0.572
H  -0.076  -0.315  2.691  0.628
N  0.100  -1.585  -0.737  0.461
C  -0.758  4.991  2.478  -0.357
H  -2.862  -3.846  4.308  0.293
O  0.457  4.204  5.395  -0.548
C  -2.830  1.282  2.052  -0.845
H  3.090  -7.177  -4.264  0.321
H  -0.292  4.851  3.449  0.008
H  -0.820  -2.013  -0.855  0.290
H  1.925  4.027  7.296  0.331
C  -2.010  -3.174  4.333  -0.762
N  -2.081  -3.155  -2.867  0.947
H  -3.654  1.860  0.148  0.452
H  -3.673  1.693  2.602  0.438
C  1.662  -0.231  -0.110  -0.175
S  2.647  1.025  0.566  1.233
C  6.496  4.067  6.747  -0.709
F  2.331  2.172  -0.442  -0.212
N  5.546  4.702  7.701  0.834
H  6.058  4.144  5.757  0.282
H  -4.452  -1.315  -8.378  0.298
H  3.152  -1.307  -1.236  0.278
O  -0.329  -3.396  2.739  -0.546
H  2.796  -5.414  -4.156  0.250
C  -4.562  1.061  -3.673  -0.781
O  4.753  -3.895  -3.653  -0.491
O  -2.671  4.763  3.769  -0.526
H  7.440  4.594  6.811  0.303
C  -3.060  -3.726  -3.827  -0.846
H  -4.357  1.232  -4.724  0.291
O  -2.495  -2.482  -1.939  -0.603
H  2.257  -6.485  -2.835  0.264
O  -4.244  -1.345  -5.799  -0.417
H  -4.053  -3.429  -3.514  0.356
O  5.936  5.640  8.357  -0.501
O  -2.244  -2.660  2.097  -0.467
C  1.658  5.069  7.191  -0.736
H  -5.525  1.470  -3.388  0.342
H  -2.811  -3.330  -4.807  0.277
C  1.216  -2.010  -1.306  -0.608
H  -4.493  0.004  -3.438  0.284
O  -6.227  -0.549  -6.075  -0.484
O  0.246  -5.748  -4.256  -0.538
O  2.131  1.410  1.821  -0.485
H  -2.322  -2.174  4.622  0.302
H  1.283  -2.861  -1.966  0.755
H  -1.218  -3.550  4.970  0.310
N  -5.107  -0.800  -6.463  0.754
H  2.527  5.687  7.003  0.268
C  -4.742  -0.409  -7.854  -0.741
H  6.161  -1.329  -2.408  0.295
O  -0.904  -3.383  -3.056  -0.491
H  5.976  -1.672  -4.164  0.314
C  -2.834  1.376  0.664  -0.337

Cartesian forces, eV/Å:
O -0.02 -0.12 -0.16
O -0.01 0.02 0.01
H -0.03 0.03 -0.05
N 0.12 0.02 0.10
H 0.04 -0.04 0.01
N 0.47 0.18 -0.18
N 0.00 -0.03 -0.03
H -0.01 -0.01 0.02
C -0.29 0.05 0.39
O 0.06 0.02 -0.02
N 0.00 -0.01 0.02
H 0.03 0.06 0.00
N -0.21 -0.13 0.03
O -0.02 0.07 -0.15
O 0.08 0.17 -0.08
O 0.13 -0.03 -0.04
H -0.04 -0.02 -0.02
C -0.28 -0.09 0.28
C 0.08 -0.10 -0.07
H 0.08 -0.01 -0.04
N -0.12 0.01 -0.02
C -0.36 -0.21 -0.12
N 0.03 0.10 -0.02
H -0.16 0.18 0.09
N 0.36 -0.17 -0.22
H -0.01 -0.02 -0.07
H 0.00 -0.02 -0.05
C 0.26 0.05 -0.10
C 0.02 0.06 0.11
O -0.06 -0.02 -0.13
O 0.03 -0.05 0.00
H -0.04 0.11 -0.03
N -0.44 0.01 0.13
C 0.07 0.04 0.15
H -0.04 0.04 -0.02
O 0.17 -0.04 0.12
C -0.43 0.16 0.04
H -0.05 -0.03 -0.03
H -0.11 0.00 -0.10
H -0.09 -0.03 -0.15
H 0.01 -0.01 -0.03
C 0.08 -0.05 0.07
N 0.20 0.06 -0.05
H 0.15 0.01 0.10
H 0.16 -0.01 0.05
C 0.23 0.12 0.16
S 0.22 -0.19 0.17
C 0.10 0.04 0.02
F 0.03 0.01 0.05
N -0.03 -0.01 0.06
H -0.03 -0.04 0.00
H 0.06 0.00 0.02
H -0.01 -0.02 0.20
O 0.02 0.04 0.00
H -0.01 0.03 0.06
C -0.27 0.14 0.07
O 0.14 0.04 -0.06
O -0.04 -0.03 -0.01
H -0.01 0.01 0.01
C -0.10 0.00 0.03
H 0.07 -0.03 0.00
O -0.06 0.02 0.14
H -0.01 0.05 0.01
O 0.02 -0.04 0.03
H 0.01 0.03 0.00
O 0.00 0.01 -0.02
O -0.03 -0.02 -0.13
C -0.17 -0.09 0.00
H 0.02 0.03 0.02
H 0.02 -0.02 0.01
C -0.26 -0.33 -0.18
H 0.08 -0.02 -0.06
O 0.14 0.00 0.07
O 0.01 -0.02 0.00
O -0.07 0.15 -0.05
H -0.04 0.01 -0.03
H 0.11 0.07 0.08
H 0.01 0.00 -0.02
N -0.09 -0.01 -0.13
H -0.02 0.05 0.02
C -0.11 0.02 -0.04
H -0.02 -0.02 0.01
O -0.09 0.03 0.01
H 0.02 -0.05 -0.03
C 0.35 -0.15 -0.20

Molecular formula: C17H34N8O2Ti
Method: DFT, ωB97M-V with the def2-TZVPD basis set

Relative energy (zero: lowest compared OMol25 entry of this formula, charge and spin) in eV: 0.298
Frontier orbital gap (alpha / beta) in eV: 6.79 / 8.80
Net charge: +2
Multiplicity: 3
Calculated total energy in eV: -57297.5527
<S²>: 2.012
E_HOMO (alpha / beta) in eV: -13.071 / -14.747
LUMO level (alpha / beta) in Eh: -0.231 / -0.219

Each line ends with the Mulliken charge.
Cartesian coordinates (Å):
H  -3.469  1.023  -4.055  0.396
H  5.010  1.076  -0.734  0.441
C  -2.220  -0.676  -3.629  -0.589
H  -3.861  1.912  -1.984  0.407
C  0.672  -3.521  2.232  -1.615
H  2.490  -0.737  -1.382  0.436
H  0.213  -0.709  4.221  0.364
H  -2.688  -1.017  -4.553  0.407
H  -2.439  1.508  -0.085  0.262
H  -0.529  -2.146  -2.123  0.261
C  1.714  -1.216  1.904  0.016
C  -0.723  -0.925  -3.754  -0.845
H  3.982  2.453  -0.370  0.378
H  0.870  -1.504  -2.608  0.293
O  1.211  3.499  -2.119  -0.729
C  0.548  3.140  0.643  0.487
N  1.065  4.362  0.523  -0.367
H  -4.184  -2.540  1.077  0.424
H  1.217  -2.256  0.087  0.492
N  -0.074  2.779  1.803  -0.444
C  3.153  0.547  0.185  0.452
H  -0.563  -2.279  4.298  0.450
H  3.600  1.402  -1.741  0.344
H  0.196  3.244  2.658  0.250
C  -3.161  1.076  -1.963  -0.881
H  -1.375  1.426  2.421  0.341
H  -0.532  -1.745  -4.446  0.508
H  0.854  5.074  1.202  0.239
N  -0.516  1.444  1.881  -0.111
C  -3.154  -2.834  1.277  -1.371
C  3.156  0.715  1.566  -0.698
C  3.974  1.420  -0.718  -1.784
N  -1.528  -1.143  0.156  0.445
O  0.660  1.268  -2.209  -0.413
H  1.838  -2.416  3.620  0.388
H  1.503  -3.989  1.704  0.402
Ti  -0.147  0.274  -0.793  0.185
H  3.754  1.509  2.001  0.503
H  0.336  -4.218  2.998  0.450
C  2.467  -0.153  2.402  -0.394
H  -2.624  -1.337  -2.852  0.326
H  -2.969  -2.839  2.351  0.328
H  -3.695  0.220  -1.546  0.347
C  2.403  -0.516  -0.323  -0.206
H  0.180  0.871  2.355  -0.014
C  1.072  -2.197  2.871  0.589
N  1.033  2.420  -1.550  0.197
H  -2.967  -3.828  0.870  0.354
C  -2.661  0.776  -3.367  -0.691
H  -0.202  -0.046  -4.129  0.389
N  0.580  2.201  -0.265  0.473
H  -0.148  -3.399  1.517  0.170
N  -0.106  -1.273  -2.433  -0.357
H  -1.850  1.469  -3.610  0.378
H  -1.730  2.356  -1.256  0.329
C  -2.250  -1.885  0.650  0.442
H  1.415  4.641  -0.385  0.216
C  -0.105  -1.561  3.617  -1.230
H  2.557  -0.032  3.477  0.500
H  -0.877  -1.216  2.922  0.014
C  1.679  -1.372  0.514  -0.086
N  -2.052  1.419  -1.022  -0.247

Cartesian forces, eV/Å:
H -0.02 -0.02 0.02
H 0.00 0.00 0.00
C -0.02 -0.02 0.02
H -0.01 -0.01 -0.01
C -0.05 -0.03 -0.04
H -0.04 0.03 -0.01
H 0.00 0.01 -0.02
H 0.04 0.03 -0.04
H 0.00 0.03 -0.01
H 0.00 0.00 0.03
C -0.03 -0.01 -0.06
C 0.06 -0.02 0.05
H 0.01 0.00 0.00
H 0.01 0.02 0.00
O -0.33 0.14 -0.02
C 0.03 -0.03 0.03
N -0.02 -0.04 0.04
H -0.01 -0.02 0.02
H -0.04 0.02 0.01
N -0.09 0.03 0.02
C -0.07 -0.03 -0.01
H 0.02 0.00 0.01
H 0.01 0.00 0.00
H 0.03 -0.02 0.01
C 0.02 0.03 0.10
H 0.00 0.00 0.01
H -0.01 -0.01 0.00
H 0.01 0.01 0.00
N 0.09 -0.07 -0.02
C 0.08 0.09 -0.04
C 0.00 0.01 0.02
C 0.00 0.01 0.00
N -0.20 -0.27 0.17
O 0.02 0.32 -0.09
H 0.00 -0.02 -0.01
H 0.02 0.01 0.02
Ti -0.09 0.49 0.34
H 0.00 0.00 0.00
H 0.00 0.00 0.00
C -0.03 0.05 0.03
H -0.03 -0.01 -0.03
H -0.02 -0.02 0.01
H 0.01 -0.02 -0.03
C 0.09 -0.01 -0.03
H 0.00 -0.01 0.04
C 0.03 0.03 0.02
N 0.70 -0.47 -0.04
H -0.02 -0.01 0.01
C 0.02 0.02 0.00
H -0.02 0.00 -0.02
N -0.10 0.09 -0.31
H 0.01 0.02 0.01
N -0.03 0.14 0.05
H -0.01 0.00 -0.03
H 0.03 -0.02 -0.06
C -0.05 -0.06 -0.02
H -0.01 -0.01 -0.02
C -0.01 0.03 0.03
H 0.00 0.01 -0.01
H 0.00 -0.03 -0.02
C 0.04 -0.12 0.00
N 0.00 -0.22 -0.11